1.
Molecular formula: C3H10O2
Method: DFT, the ωB97M-V functional and the def2-TZVPD basis

Properties
LUMO level = 0.84 eV
structure (SMILES) = CCO.CO
frontier orbital gap = 0.3905 Eh

Last column: Löwdin charge in e.
Cartesian coordinates (Å):
C  -0.898  0.894  1.689  -0.101
C  -0.405  -0.468  2.230  -0.375
O  0.758  -0.396  2.939  -0.092
H  -0.222  1.509  1.162  0.051
H  -1.574  0.638  0.915  0.045
H  -1.503  1.444  2.476  0.091
H  -0.158  -0.968  1.123  0.152
H  -1.203  -0.913  2.765  0.091
H  0.866  -1.226  3.524  0.138
C  0.773  0.518  -3.127  -0.109
O  -0.156  -0.645  -3.392  -0.152
H  1.238  0.241  -2.211  0.052
H  1.527  0.596  -3.911  0.066
H  0.216  1.503  -3.074  0.092
H  -0.819  -0.158  -3.894  0.049



2.
Molecular formula: C3H10O2
Method: DFT, the ωB97M-V functional and the def2-TZVPD basis

Properties
LUMO level = 0.74 eV
structure (SMILES) = CCO.CO
frontier orbital gap = 0.4011 Eh

Last column: Löwdin charge in e.
Cartesian coordinates (Å):
C  -2.011  -0.599  -1.856  -0.091
C  -0.722  -0.230  -1.185  -0.339
O  -0.961  0.341  0.142  -0.147
H  -2.573  -1.295  -1.297  0.064
H  -1.885  -0.968  -2.836  0.059
H  -2.433  0.367  -2.038  0.074
H  -0.011  -1.009  -1.037  0.085
H  -0.163  0.454  -1.918  0.128
H  -0.770  -0.478  0.809  0.153
C  1.935  0.880  1.095  -0.159
O  1.560  -0.335  1.788  -0.190
H  1.741  0.938  -0.020  0.083
H  2.877  1.198  1.415  0.034
H  1.200  1.629  1.695  0.131
H  2.013  -1.188  1.467  0.114



We find 1 to be the most stable, with the next structure 0.0022 hartree higher.



1.
Molecular formula: C2H3ClO2
Method: DFT, the ωB97M-V functional and the def2-TZVPD basis

Properties
LUMO level = -0.15 eV
structure (SMILES) = CC(=O)OCl
frontier orbital gap = 0.3996 Eh

Last column: Löwdin charge in e.
Cartesian coordinates (Å):
C  0.214  -0.069  -0.071  0.014
C  1.596  -0.527  0.053  -0.589
O  2.049  -1.663  0.120  0.060
O  2.398  0.617  -0.045  -0.484
Cl  4.074  0.280  -0.050  0.705
H  0.033  0.331  -0.994  0.061
H  -0.490  -0.937  0.094  0.129
H  0.232  0.748  0.657  0.105



2.
Molecular formula: C2H3ClO2
Method: DFT, the ωB97M-V functional and the def2-TZVPD basis

Properties
LUMO level = -0.22 eV
structure (SMILES) = C=C(Cl)OO
frontier orbital gap = 0.3493 Eh

Last column: Löwdin charge in e.
Cartesian coordinates (Å):
C  -0.284  0.851  -0.297  0.020
C  -0.118  -0.279  0.400  -0.680
Cl  1.144  -0.432  1.885  0.485
O  -0.744  -1.356  0.135  -0.084
O  -0.042  -2.665  0.270  0.030
H  0.231  1.872  -0.169  0.102
H  -1.046  0.900  -1.026  0.051
H  0.871  -2.377  0.081  0.077



We find 1 to be the most stable, with the next structure 0.1045 hartree higher.



1.
Molecular formula: C2H3ClO2
Method: DFT, the ωB97M-V functional and the def2-TZVPD basis

Properties
LUMO level = 0.70 eV
structure (SMILES) = O1[C@H]2O[C@@H]12.Cl
frontier orbital gap = 0.3238 Eh

Last column: Löwdin charge in e.
Cartesian coordinates (Å):
O  1.235  0.904  0.018  0.098
C  2.019  -0.218  -0.019  -0.167
O  0.983  -1.062  -0.007  0.081
C  0.225  0.101  0.149  -0.222
H  3.019  -0.384  0.312  0.125
H  -0.736  0.152  -0.325  0.084
Cl  -4.000  0.351  -0.135  0.305
H  -2.745  0.155  0.007  -0.304



2.
Molecular formula: C2H3ClO2
Method: DFT, the ωB97M-V functional and the def2-TZVPD basis

Properties
LUMO level = 0.71 eV
structure (SMILES) = O[C@@]1(Cl)CO1
frontier orbital gap = 0.4052 Eh

Last column: Löwdin charge in e.
Cartesian coordinates (Å):
O  0.353  -1.600  -0.094  -0.018
C  0.536  -0.213  -0.052  -0.983
Cl  2.142  0.347  -0.250  0.767
C  -0.668  0.725  -0.282  -0.063
O  -0.068  0.472  0.972  -0.092
H  -0.302  -1.680  0.682  0.151
H  -0.316  1.687  -0.656  0.107
H  -1.678  0.261  -0.321  0.131



3.
Molecular formula: C2H3ClO2
Method: DFT, the ωB97M-V functional and the def2-TZVPD basis

Properties
LUMO level = 0.54 eV
structure (SMILES) = O=CCl.C=O
frontier orbital gap = 0.4013 Eh

Last column: Löwdin charge in e.
Cartesian coordinates (Å):
O  -1.223  -0.228  2.299  0.003
C  -0.072  -0.375  2.434  -0.758
Cl  0.755  -1.696  1.688  0.677
H  0.546  0.370  3.060  0.123
C  -0.134  0.602  -1.004  -0.114
O  0.343  0.286  0.046  -0.119
H  0.446  0.526  -2.043  0.116
H  -1.195  0.682  -1.154  0.071



4.
Molecular formula: C2H3ClO2
Method: DFT, the ωB97M-V functional and the def2-TZVPD basis

Properties
LUMO level = 0.33 eV
structure (SMILES) = O=CCl.C=O
frontier orbital gap = 0.3983 Eh

Last column: Löwdin charge in e.
Cartesian coordinates (Å):
O  -1.899  -1.717  0.305  0.011
C  -1.518  -0.787  -0.324  -0.647
Cl  -1.893  0.913  0.211  0.546
H  -0.652  -0.891  -1.087  0.109
C  1.523  0.598  0.255  -0.114
O  1.105  -0.407  -0.254  -0.041
H  2.501  0.852  0.709  0.093
H  0.832  1.439  0.186  0.043



We find 4 to be the most stable, with the next structure 0.0080 hartree higher.



1.
Molecular formula: C8H10O
Method: DFT, the ωB97M-V functional and the def2-TZVPD basis

Properties
LUMO level = 0.72 eV
structure (SMILES) = CC1=C[C@H]2O[C@@]2(C)C=C1
frontier orbital gap = 0.3386 Eh

Last column: Löwdin charge in e.
Cartesian coordinates (Å):
C  2.876  -0.027  0.026  -0.071
C  1.370  -0.028  0.156  -0.321
C  0.820  -1.155  -0.266  -0.015
C  -0.612  -1.271  -0.029  -0.165
O  -0.884  -0.600  1.172  0.033
C  -1.337  0.064  0.105  -0.540
C  -2.770  0.157  -0.239  -0.025
C  -0.614  1.339  0.012  0.030
C  0.719  1.205  0.240  -0.043
H  3.295  -0.139  -0.994  0.084
H  3.228  -0.814  0.764  0.094
H  3.209  1.011  0.430  0.098
H  1.515  -2.054  -0.558  0.160
H  -1.195  -2.228  -0.216  0.169
H  -3.124  -0.799  0.180  0.081
H  -3.096  -0.006  -1.346  0.124
H  -3.297  0.991  0.271  0.093
H  -1.216  2.221  -0.222  0.121
H  1.112  2.131  0.513  0.094



2.
Molecular formula: C8H10O
Method: DFT, the ωB97M-V functional and the def2-TZVPD basis

Properties
LUMO level = -0.01 eV
structure (SMILES) = CC1=C=CC(=O)[C@H](C)C1
frontier orbital gap = 0.3219 Eh

Last column: Löwdin charge in e.
Cartesian coordinates (Å):
C  1.593  1.635  1.330  -0.059
C  0.861  0.353  1.311  -0.234
C  0.084  -0.316  2.083  0.003
C  -1.098  -0.919  2.082  -0.034
C  -1.835  -0.795  0.820  -0.383
O  -2.962  -1.126  0.529  0.062
C  -0.966  -0.255  -0.370  -0.261
C  -1.528  -0.981  -1.585  -0.056
C  0.589  -0.476  -0.139  -0.030
H  1.210  2.360  2.173  0.120
H  1.518  2.012  0.339  0.059
H  2.671  1.474  1.658  0.103
H  -1.410  -1.833  2.752  0.147
H  -1.196  0.843  -0.331  0.162
H  -1.374  -0.382  -2.491  0.087
H  -2.519  -1.169  -1.320  0.036
H  -1.004  -1.962  -1.618  0.101
H  1.229  0.046  -0.817  0.093
H  0.900  -1.457  -0.042  0.085



We find 1 to be the most stable, with the next structure 0.0071 hartree higher.